1.
Entry from the OMol25 dataset: 5 unconnected molecules or ions with the total composition C21H62N5O6P2 (ωB97M-V/def2-TZVPD).

```
96
C21H62N5O6P2, DFT ωB97M-V/def2-TZVPD
C 0.30833 6.26655 -2.83715
C -0.59335 5.04500 -3.00712
C -1.45962 5.10198 -4.26403
N -2.33462 6.26066 -4.34397
P -4.01554 5.97699 -3.70830
C -5.80251 5.70030 -3.09343
C -6.01592 4.35977 -2.42817
O -5.74904 3.25933 -3.30567
P -3.45351 7.38956 -1.83819
O -2.47716 6.88456 -0.79719
H 1.18484 6.04142 -2.22366
H 0.68079 6.63111 -3.79992
H -0.22004 7.08066 -2.33993
H -1.25884 4.98652 -2.14133
H 0.00811 4.12948 -3.03483
H -2.10175 4.21215 -4.28438
H -0.81836 5.03457 -5.15465
H -1.89644 7.04613 -3.87235
H -4.45586 7.16582 -4.40344
H -4.23975 5.08537 -4.83981
H -3.52973 4.90303 -2.83734
H -6.45783 5.80552 -3.96498
H -6.06548 6.49373 -2.38729
H -7.05088 4.22332 -2.10108
H -5.37105 4.28627 -1.54166
H -4.99194 3.52257 -3.84901
H -4.62282 7.97492 -1.23382
H -3.02980 8.64024 -2.42028
C 1.80204 0.81845 0.38905
C 0.97879 2.02287 -0.04659
C -0.21817 1.67074 -0.93475
O 0.11799 1.27062 -2.25175
C 0.45261 -0.08422 -2.42207
N 1.85313 3.03026 -0.64690
H 2.43506 0.46195 -0.42666
H 2.44802 1.08484 1.22537
H 1.15955 -0.00178 0.71430
H 0.54328 2.47477 0.85157
H -0.82478 2.57139 -1.04832
H -0.83582 0.89280 -0.46298
H -0.14348 -0.72694 -1.76072
H 1.51060 -0.28719 -2.22842
H 0.23044 -0.34782 -3.45620
H 1.33166 3.88762 -0.80412
H 2.13028 2.70896 -1.57004
C -0.08322 2.43660 6.16210
C 0.45812 3.28350 5.01677
C 0.73375 2.48823 3.73766
O 1.85910 1.63167 3.81490
C 1.61847 0.32873 4.30814
N 1.62798 4.02752 5.48571
H 0.70926 1.82774 6.60010
H -0.47376 3.08197 6.94812
H -0.87904 1.77035 5.82402
H -0.30502 4.02200 4.74842
H 0.95719 3.19441 2.93478
H -0.15602 1.91318 3.44711
H 0.62633 -0.03092 4.01393
H 1.70128 0.27843 5.39740
H 2.35677 -0.32881 3.85310
H 1.90459 4.71094 4.78913
H 2.40794 3.38176 5.56632
C -0.29671 -2.89738 1.64353
C 1.08408 -2.88709 0.99910
C 1.55904 -4.25956 0.51942
O 1.90672 -5.15796 1.55956
C 0.83850 -5.91753 2.08812
N 2.02500 -2.23310 1.90762
H -0.25199 -3.31963 2.64882
H -0.66837 -1.87680 1.73334
H -1.01054 -3.47954 1.05791
H 1.03054 -2.26429 0.09786
H 2.47038 -4.12460 -0.06844
H 0.79984 -4.71918 -0.12734
H 0.09658 -6.14807 1.31917
H 0.34556 -5.42504 2.93030
H 1.26022 -6.85841 2.44209
H 2.90181 -2.04740 1.43168
H 2.25143 -2.87308 2.66394
C 3.61167 -9.77761 -0.98979
C 3.12818 -9.26853 0.36237
C 1.60268 -9.21149 0.49430
O 0.99941 -8.17509 -0.25716
C 0.63477 -8.50400 -1.58109
N 3.76974 -7.98754 0.64767
H 3.48955 -9.01158 -1.75681
H 4.67285 -10.01712 -0.93649
H 3.06340 -10.66794 -1.30374
H 3.46393 -9.97460 1.13112
H 1.36349 -8.99591 1.53842
H 1.14900 -10.17768 0.23512
H 0.23962 -9.52455 -1.64024
H 1.47075 -8.41934 -2.27942
H -0.14576 -7.80747 -1.88425
H 3.58102 -7.69317 1.59953
H 3.35847 -7.26989 0.05829
```

- 2S+1 = 1
- HOMO (eV) = -3.99
- HOMO-LUMO gap (eV) = 5.7
- E_tot (a.u.) = -2245.11827
- molar mass (g/mol) = 542.7
- total charge = -1

***

2.
Entry from the OMol25 dataset: a single C9H12O2Si molecule (ωB97M-V/def2-TZVPD).

```
24
C9H12O2Si, DFT ωB97M-V/def2-TZVPD
C -0.66160 -2.79356 0.86698
C -1.31238 -2.34264 -0.25920
C -0.11707 -1.84722 1.67532
C -1.33582 -0.93067 -0.53654
C -0.21100 -0.50968 1.51170
C -0.81875 -0.02445 0.38899
C -2.00035 1.92909 -0.54956
C -1.06419 1.38608 0.17089
C 2.06745 0.02172 -1.38604
O 0.01916 2.23643 0.53681
O 2.15129 0.65092 -0.09864
Si 1.60808 2.19141 0.29011
H -0.61255 -3.88747 0.96368
H -1.61100 -2.90229 -1.12271
H 0.28706 -2.05704 2.60501
H -1.83426 -0.64746 -1.37229
H 0.21639 0.01441 2.26362
H -2.07645 3.04703 -0.73787
H -2.80020 1.40705 -0.85459
H 2.79578 0.46248 -1.94641
H 1.03079 0.10074 -1.78927
H 2.30791 -1.09560 -1.25334
H 2.24443 2.47207 1.49789
H 1.72727 3.11864 -0.86454
```

- 2S+1 = 1
- HOMO (eV) = -8.83
- HOMO-LUMO gap (eV) = 9.6
- E_tot (a.u.) = -790.10407
- SMILES = C=C(O[SiH2]OC)c1ccccc1
- molar mass (g/mol) = 180.3
- total charge = 0

***

3.
Entry from the OMol25 dataset: 2 unconnected molecules or ions with the total composition C6H10O (ωB97M-V/def2-TZVPD).

```
17
C6H10O, DFT ωB97M-V/def2-TZVPD
C 2.18785 -0.07574 -0.91013
C 3.19952 -0.74549 -0.44931
C -1.39875 -0.34225 0.52547
C -0.83895 0.74496 0.06095
C -0.58769 -1.39315 1.23355
C -1.73729 1.81887 -0.73403
O 1.41711 0.66596 -1.36906
H 2.93736 -1.50853 0.32186
H 4.21098 -0.71889 -0.83571
H -2.52530 -0.47683 0.52525
H 0.17111 1.07692 0.26602
H -1.18044 -2.34870 0.85995
H -0.54054 -1.25919 2.30602
H 0.43627 -1.47749 0.90481
H -2.72473 1.45405 -0.79740
H -1.39571 1.85267 -1.73172
H -1.63080 2.73281 -0.17652
```

- 2S+1 = 1
- HOMO (eV) = -9.13
- HOMO-LUMO gap (eV) = 9.9
- E_tot (a.u.) = -309.75690
- SMILES = C/C=C/C.C=C=O
- molar mass (g/mol) = 98.1
- total charge = 0